(1)
{
  "formula": "C20H21N3O5",
  "method": "wB97M-V/def2-TZVPD",
  "species": ["C", "C", "O", "C", "C", "C", "C", "N", "C", "O", "C", "C", "C", "O", "N", "N", "C", "C", "C", "C", "C", "C", "C", "O", "C", "O", "C", "C", "H", "H", "H", "H", "H", "H", "H", "H", "H", "H", "H", "H", "H", "H", "H", "H", "H", "H", "H", "H", "H"],
  "xyz": [[-2.21133, -3.28563, 2.40452], [-2.79516, -3.21199, 0.99654], [-2.66227, -1.94189, 0.38542], [-1.53356, -1.65184, -0.32149], [-1.60792, -0.54233, -1.16436], [-0.53483, -0.16095, -1.94100], [0.65563, -0.88002, -1.88296], [1.80089, -0.54695, -2.62372], [2.04663, 0.56501, -3.36064], [1.23075, 1.42991, -3.61012], [3.50374, 0.67935, -3.80354], [4.25974, 1.58921, -2.81066], [3.86490, 1.15929, -1.40493], [4.40301, 0.26234, -0.80260], [2.76576, 1.83723, -0.95025], [2.02429, 1.36216, 0.06835], [0.84082, 1.80662, 0.20388], [-0.06775, 1.28305, 1.19537], [0.35380, 0.32178, 2.11305], [-0.52032, -0.23787, 3.03372], [-1.82951, 0.18393, 2.99340], [-2.26081, 1.14766, 2.07909], [-1.40276, 1.71969, 1.17923], [-3.59747, 1.37937, 2.26043], [-4.00922, 0.49246, 3.27519], [-2.88783, -0.21403, 3.76343], [0.73403, -1.98234, -1.04122], [-0.34551, -2.37228, -0.27182], [-1.14094, -3.09908, 2.39586], [-2.39519, -4.27455, 2.81690], [-2.68034, -2.54528, 3.04604], [-3.87604, -3.38112, 1.04348], [-2.35469, -3.98551, 0.35501], [-2.53373, 0.00920, -1.20153], [-0.61437, 0.68989, -2.59654], [2.59023, -1.14892, -2.42856], [3.97535, -0.30282, -3.83386], [3.53638, 1.12319, -4.79886], [5.33392, 1.46319, -2.94241], [3.99390, 2.63147, -2.98577], [2.33342, 2.53403, -1.56432], [0.44391, 2.57482, -0.47245], [1.38668, 0.01633, 2.08464], [-0.19632, -0.97419, 3.75006], [-1.74386, 2.46065, 0.47564], [-4.47247, 1.05924, 4.09734], [-4.74276, -0.22193, 2.86544], [1.65614, -2.54234, -0.97853], [-0.23993, -3.23750, 0.36218]],
  "nbo_charge": [-0.6423, -0.0631, -0.5225, 0.3675, -0.2620, -0.2304, 0.1035, -0.6001, 0.6851, -0.6381, -0.4785, -0.4842, 0.6692, -0.5927, -0.4581, -0.2185, 0.0654, -0.1071, -0.1689, -0.2619, 0.2379, 0.2939, -0.2504, -0.4897, 0.2379, -0.4833, -0.1630, -0.3255, 0.2079, 0.2140, 0.2233, 0.1890, 0.1729, 0.2243, 0.2526, 0.4092, 0.2147, 0.2397, 0.2407, 0.2177, 0.3797, 0.1602, 0.2403, 0.2294, 0.2249, 0.1613, 0.1559, 0.2040, 0.2182],
  "orbital_gap_ev": 8.21,
  "e_tot_ha": -1315.18585,
  "e_lumo_ev": 0.52,
  "de_lowest_kcal_mol": 51.2,
  "smiles": "CCOc1ccc(NC(=O)CCC(=O)N/N=C/c2ccc3c(c2)OCO3)cc1",
  "e_homo_ev": -7.694
}

***

(2)
{
  "formula": "C20H21N3O5",
  "method": "wB97M-V/def2-TZVPD",
  "species": ["C", "C", "C", "C", "N", "C", "C", "C", "C", "C", "O", "N", "C", "C", "C", "C", "C", "C", "O", "C", "O", "C", "C", "N", "O", "O", "C", "C", "H", "H", "H", "H", "H", "H", "H", "H", "H", "H", "H", "H", "H", "H", "H", "H", "H", "H", "H", "H", "H"],
  "xyz": [[-6.91661, -1.09679, -1.17530], [-5.49671, -0.83126, -0.69027], [-5.37958, 0.56319, -0.06091], [-4.20784, 0.59217, 0.92771], [-3.16006, -0.31955, 0.52120], [-1.86047, 0.02763, 0.36981], [-0.82332, -0.88644, 0.65712], [0.50060, -0.52201, 0.63464], [0.88816, 0.78935, 0.34156], [2.29508, 1.27702, 0.37427], [2.56306, 2.43227, 0.63021], [3.21915, 0.31278, 0.07953], [4.61244, 0.41282, 0.04132], [5.29115, 1.57397, 0.39150], [6.68081, 1.63803, 0.35148], [7.36066, 0.51341, -0.04556], [6.68232, -0.65439, -0.39765], [5.31486, -0.73365, -0.36382], [7.58663, -1.61993, -0.75126], [8.85962, -1.02234, -0.61656], [8.71177, 0.30688, -0.17101], [-0.10751, 1.69868, 0.02026], [-1.44090, 1.32121, -0.02735], [-2.32762, 2.26491, -0.64472], [-2.16563, 3.44422, -0.40785], [-3.14570, 1.82896, -1.43355], [-3.55063, -1.71244, 0.62490], [-5.04867, -1.87030, 0.33809], [-7.22512, -0.32296, -1.87338], [-6.97732, -2.05860, -1.67938], [-7.61214, -1.10329, -0.33836], [-4.81714, -0.88229, -1.54662], [-5.22651, 1.29984, -0.84772], [-6.29675, 0.81582, 0.47314], [-4.55308, 0.26404, 1.91797], [-3.81779, 1.60189, 1.05028], [-1.07262, -1.89486, 0.94178], [1.23754, -1.26325, 0.90988], [2.86161, -0.58895, -0.20111], [4.72641, 2.43857, 0.69484], [7.20387, 2.53898, 0.62243], [4.80499, -1.64285, -0.63962], [9.45743, -1.59262, 0.11263], [9.37408, -1.03093, -1.59123], [0.16264, 2.71096, -0.24286], [-3.31785, -2.11520, 1.62180], [-2.98315, -2.27686, -0.11976], [-5.63348, -1.74665, 1.25137], [-5.23066, -2.87919, -0.03388]],
  "nbo_charge": [-0.5952, -0.2136, -0.4109, -0.2077, -0.4268, 0.3233, -0.3055, -0.1369, -0.2007, 0.6739, -0.6013, -0.5952, 0.1491, -0.2490, -0.2343, 0.1993, 0.3074, -0.3095, -0.4906, 0.2370, -0.4773, -0.1044, -0.0598, 0.5227, -0.3709, -0.3893, -0.2074, -0.4101, 0.2138, 0.2065, 0.2000, 0.2052, 0.2371, 0.2011, 0.1880, 0.2152, 0.2234, 0.2104, 0.3960, 0.2605, 0.2303, 0.2151, 0.1569, 0.1567, 0.2606, 0.1848, 0.2037, 0.1991, 0.2193],
  "orbital_gap_ev": 7.51,
  "e_tot_ha": -1315.10499,
  "e_lumo_ev": -0.26,
  "de_lowest_kcal_mol": 101.9,
  "smiles": "CC1CCN(c2ccc(C(=O)Nc3ccc4c(c3)OCO4)cc2[N+](=O)[O-])CC1",
  "e_homo_ev": -7.766
}

***

(3)
{
  "formula": "C20H21N3O7",
  "method": "wB97M-V/def2-TZVPD",
  "species": ["C", "C", "C", "N", "C", "C", "C", "C", "O", "O", "C", "O", "H", "H", "H", "H", "H", "H", "H", "H", "H", "H", "H", "O", "N", "O", "C", "C", "C", "C", "C", "C", "H", "H", "H", "H", "H", "O", "N", "O", "C", "C", "C", "C", "C", "C", "H", "H", "H", "H", "H"],
  "xyz": [[0.66379, -2.84853, 0.40764], [0.58755, -1.42851, -0.41505], [-0.93247, -0.73187, -0.37967], [-1.42846, -0.52978, 1.03480], [-2.81369, -1.09219, 1.26256], [-3.46069, -2.37340, 0.87048], [-2.76736, -3.58923, 0.01683], [-4.99062, -2.31514, 1.48839], [-6.00340, -3.17927, 1.38165], [-5.09056, -1.06235, 2.26512], [-3.88782, -0.22328, 2.14890], [-3.56850, 0.97631, 2.64073], [0.54566, -3.76641, -0.34518], [1.69135, -2.90376, 1.01290], [-0.17919, -2.87074, 1.24224], [1.01133, -1.50648, -1.52803], [1.30109, -0.66679, 0.16450], [-0.77610, 0.36116, -0.83339], [-1.69272, -1.26481, -1.09986], [-0.73905, -0.82827, 1.75890], [-3.59057, -4.45044, -0.05907], [-1.84229, -4.09838, 0.55070], [-2.54200, -3.28648, -1.10670], [1.65304, 2.43217, 2.67857], [1.76448, 3.26198, 3.59328], [2.84435, 3.63997, 4.06978], [0.53307, 3.83168, 4.15323], [-0.71154, 3.40481, 3.66999], [-1.87981, 3.93244, 4.22328], [-1.80394, 4.87989, 5.24539], [-0.56301, 5.31095, 5.71749], [0.61222, 4.78840, 5.17395], [-0.78758, 2.66716, 2.87409], [-2.85064, 3.60257, 3.85964], [-2.71769, 5.28425, 5.67755], [-0.51212, 6.05186, 6.51230], [1.57154, 5.13227, 5.55502], [2.92108, -3.02163, -2.98693], [3.02417, -3.06975, -4.22174], [3.10475, -4.11763, -4.87863], [3.05805, -1.79864, -4.95495], [3.00746, -0.58864, -4.24917], [3.06451, 0.61735, -4.95040], [3.16640, 0.61308, -6.34242], [3.20601, -0.59338, -7.04349], [3.15257, -1.80581, -6.35297], [2.92821, -0.56837, -3.16442], [3.03266, 1.56170, -4.41119], [3.21625, 1.55593, -6.88440], [3.28250, -0.58842, -8.12856], [3.18774, -2.73754, -6.91367]],
  "nbo_charge": [-0.6506, -0.4334, -0.2275, -0.6573, 0.1148, -0.1024, -0.6811, 0.7733, -0.5199, -0.5242, 0.7645, -0.5275, 0.2276, 0.2301, 0.1970, 0.2338, 0.2120, 0.2044, 0.2040, 0.4041, 0.2536, 0.2577, 0.2457, -0.3830, 0.5034, -0.3747, 0.0818, -0.2040, -0.2097, -0.1757, -0.2160, -0.2084, 0.2573, 0.2376, 0.2205, 0.2230, 0.2476, -0.3810, 0.5162, -0.3679, 0.0199, -0.1835, -0.2113, -0.1739, -0.2113, -0.1812, 0.2490, 0.2271, 0.2225, 0.2259, 0.2510],
  "orbital_gap_ev": 8.05,
  "e_tot_ha": -1465.26384,
  "e_lumo_ev": -1.49,
  "de_lowest_kcal_mol": 204.9,
  "smiles": "CCCNC1=C(C)C(=O)OC1=O.O=[N+]([O-])c1ccccc1.O=[N+]([O-])c1ccccc1",
  "e_homo_ev": -9.547
}

***

(4)
{
  "formula": "C20H22BaN2O2",
  "method": "wB97M-V/def2-TZVPD",
  "species": ["C", "C", "H", "H", "H", "H", "H", "H", "C", "C", "C", "C", "H", "H", "H", "H", "N", "C", "C", "N", "C", "C", "C", "H", "H", "C", "H", "H", "Ba", "C", "H", "H", "H", "O", "C", "O", "C", "C", "C", "C", "C", "C", "H", "H", "H", "H", "H"],
  "xyz": [[-3.23370, -1.76870, 0.47074], [-2.80044, 1.98805, -2.80704], [-2.84656, -2.82176, 0.22720], [-4.29912, -1.66393, 0.24253], [-3.07748, -1.60563, 1.58534], [-2.50499, 1.56660, -3.75955], [-3.88610, 1.94795, -2.76634], [-2.56111, 3.06318, -2.58277], [0.21513, -2.77082, -1.05403], [1.21742, -3.74360, -1.10436], [2.40513, -3.45173, -1.77531], [2.56358, -2.17042, -2.32565], [-0.70091, -2.94459, -0.49412], [1.04105, -4.70296, -0.60982], [3.20129, -4.18750, -1.87087], [3.49404, -1.85929, -2.82800], [0.33692, -1.57795, -1.65084], [1.50810, -1.23885, -2.22979], [1.65761, 0.17554, -2.70918], [0.68114, 1.02832, -2.33266], [0.81373, 2.33908, -2.66014], [2.87812, 1.93860, -3.83226], [1.89545, 2.83028, -3.42209], [0.03055, 3.00893, -2.26564], [1.91269, 3.90486, -3.65103], [2.76387, 0.60371, -3.47007], [3.50716, -0.14717, -3.76358], [3.71309, 2.27679, -4.42176], [-1.88040, 0.22060, -0.95642], [-1.18450, 3.67711, -0.31520], [-1.57977, 4.19050, -1.19504], [-0.10861, 3.47775, -0.25457], [-1.76680, 3.71127, 0.61710], [-1.53470, 0.94437, 1.67745], [-0.80926, -0.08449, 1.98584], [-0.47445, -0.98154, 1.19684], [-0.44872, -0.24975, 3.45553], [0.55523, -1.16709, 3.79938], [0.89643, -1.35896, 5.14264], [0.23655, -0.62702, 6.14076], [-0.78098, 0.27807, 5.79688], [-1.10189, 0.47897, 4.45333], [1.05389, -1.71910, 3.00232], [1.67037, -2.07820, 5.39900], [0.51389, -0.75968, 7.19173], [-1.31812, 0.82338, 6.56700], [-1.86381, 1.20686, 4.15650]],
  "lowdin_charge": [-0.1227, -0.4401, 0.0238, -0.0061, 0.0324, -0.0952, -0.1010, -0.0894, -0.1389, -0.0461, -0.0499, -0.0056, 0.0814, 0.1107, 0.1095, 0.1041, 0.0041, -0.2035, -0.2075, 0.0392, -0.1082, -0.0611, -0.0415, 0.0671, 0.1137, -0.0137, 0.1030, 0.1064, 1.8292, 0.0367, -0.0179, -0.0023, 0.0062, -0.2282, -0.6803, -0.1558, -0.1375, -0.0295, -0.0877, -0.0956, -0.0861, -0.0312, 0.1102, 0.0956, 0.0985, 0.0965, 0.1145],
  "orbital_gap_ev": [6.02, 4.59],
  "e_tot_ha": -1060.65673,
  "e_lumo_ev": [-0.35, -1.52],
  "de_lowest_kcal_mol": 101.7,
  "e_homo_ev": [-6.372, -6.114]
}